(1)
DFT (the ωB97M-V functional and the def2-TZVPD basis) results for a structure of composition C17H40F3MgO11S in a non-equilibrium geometry.

```
! RIJCOSX wB97M-V def2-TZVPD def2/J DEFGRID3
* xyz 1 1
Mg 3.618 -2.918 1.476
C -0.748 -2.543 0.682
F -1.521 -2.948 -0.440
F -1.451 -1.725 1.536
F -0.389 -3.654 1.279
S 0.824 -1.555 0.074
O 0.737 -0.170 0.605
O 1.953 -2.332 0.612
O 0.901 -1.547 -1.395
C 1.224 1.460 7.125
O 0.188 2.472 7.420
C -1.103 2.101 6.960
C -1.252 2.346 5.407
O -0.744 1.187 4.776
C -1.152 0.993 3.428
H 1.203 1.278 6.050
H 1.188 0.494 7.629
H 2.214 1.908 7.204
H -1.739 2.699 7.613
H -1.335 1.087 7.286
H -0.849 3.292 5.045
H -2.323 2.453 5.231
H -0.810 0.039 3.026
H -0.884 1.796 2.741
H -2.223 0.799 3.366
C 1.009 -1.705 -9.040
O 0.351 -1.882 -7.770
C 0.175 -0.657 -7.028
C 0.054 -0.863 -5.513
O -1.299 -1.350 -5.136
C -1.393 -1.677 -3.711
H 0.562 -0.969 -9.709
H 0.989 -2.705 -9.474
H 2.020 -1.308 -8.946
H -0.687 -0.050 -7.304
H 1.099 -0.112 -7.225
H 0.189 0.062 -4.953
H 0.808 -1.611 -5.271
H -0.407 -1.816 -3.267
H -1.983 -2.581 -3.564
H -1.794 -0.746 -3.312
C -2.119 3.441 -0.011
O -3.048 2.356 0.235
C -2.775 1.100 -0.332
C -4.021 0.136 -0.542
O -4.770 0.542 -1.752
C -5.459 1.759 -1.648
H -1.971 3.701 -1.059
H -1.112 3.272 0.369
H -2.638 4.271 0.469
H -2.043 0.614 0.313
H -2.282 1.175 -1.301
H -4.677 0.149 0.328
H -3.714 -0.910 -0.544
H -6.312 1.624 -2.313
H -4.647 2.404 -1.985
H -5.710 2.226 -0.695
C 4.256 -2.226 -1.399
O 4.359 -1.883 -0.024
C 4.345 -0.494 0.255
C 4.133 -0.168 1.755
O 3.625 -1.262 2.427
C 2.968 -0.765 3.646
H 5.223 -2.025 -1.861
H 3.458 -1.671 -1.892
H 4.155 -3.299 -1.560
H 3.539 0.020 -0.268
H 5.209 0.028 -0.155
H 3.465 0.692 1.804
H 5.061 0.118 2.251
H 3.275 0.242 3.931
H 3.126 -1.426 4.499
H 1.883 -0.780 3.545
*
```

Results
Orbital gap = 4.15 eV
LUMO energy = -6.42 eV
HOMO energy = -10.57 eV

***

(2)
DFT (the ωB97M-V functional and the def2-TZVPD basis) results for a structure of composition C14H13F9N4ORuS in a non-equilibrium geometry.

```
! RIJCOSX wB97M-V def2-TZVPD def2/J DEFGRID3
* xyz 2 5
Ru 0.043 -0.043 -0.692
C 4.387 -2.836 2.682
C 3.826 -1.443 2.948
N 3.564 -0.853 1.631
C 2.386 -0.767 1.050
S 2.282 -0.421 -0.650
N 1.316 -0.967 1.870
N 0.135 -0.797 1.170
C -0.986 -1.011 1.960
C -0.929 -1.568 3.293
C -2.191 -0.726 1.146
C -3.430 -0.996 1.648
C -4.586 -0.684 0.872
C -4.403 -0.232 -0.451
C -3.084 -0.126 -0.919
N -2.046 -0.264 -0.086
H 4.720 -3.171 3.680
H 5.273 -2.896 2.026
H 3.610 -3.440 2.248
H 4.565 -0.806 3.460
H 2.917 -1.406 3.546
H 4.441 -0.645 1.152
H -1.291 -2.607 3.367
H -1.619 -1.008 3.912
H 0.122 -1.530 3.533
H -3.499 -1.359 2.650
H -5.607 -0.904 1.228
H -5.213 -0.026 -1.117
H -2.939 0.254 -1.890
F -1.573 3.665 -1.819
C -1.466 2.971 -2.917
F -2.518 2.179 -2.933
F -1.458 3.689 -4.024
C -0.107 2.064 -2.960
O -0.366 1.065 -2.052
C 1.130 2.929 -2.470
F 2.147 2.113 -2.432
F 1.420 3.827 -3.374
F 0.869 3.559 -1.308
C 0.024 1.457 -4.410
F -1.097 0.825 -4.711
F 0.171 2.333 -5.366
F 1.060 0.599 -4.490
*
```

Results
Orbital gap (alpha / beta) = 7.79 / 5.80 eV
LUMO energy (alpha / beta) = -8.31 / -10.29 eV
HOMO energy (alpha / beta) = -16.09 / -16.09 eV

***

(3)
DFT (the ωB97M-V functional and the def2-TZVPD basis) results for a structure of composition C53H68AsBrCaFN4O4P in a non-equilibrium geometry.

```
! RIJCOSX wB97M-V def2-TZVPD def2/J DEFGRID3
* xyz 0 1
Ca -0.637 0.190 0.027
C -5.409 -3.571 0.281
C -4.245 -4.297 0.978
C -2.912 -3.562 0.768
C -2.869 -2.972 -0.644
C -3.898 -1.814 -0.707
C -5.116 -2.075 0.197
P -1.185 -2.329 -1.111
C 0.058 -3.685 -0.778
C -0.362 -5.128 -1.124
C 0.430 -6.157 -0.300
C 1.861 -5.669 -0.092
C 1.862 -4.447 0.840
C 0.587 -3.601 0.666
C -1.216 -2.258 -2.977
C -1.818 -0.910 -3.428
C -2.034 -0.908 -4.939
C -3.094 -1.950 -5.354
C -3.240 -3.055 -4.301
C -1.878 -3.438 -3.729
H -6.340 -3.747 0.821
H -5.548 -3.962 -0.731
H -4.163 -5.315 0.590
H -4.440 -4.380 2.050
H -2.097 -4.259 0.953
H -2.813 -2.735 1.477
H -3.147 -3.754 -1.356
H -4.247 -1.677 -1.731
H -3.424 -0.879 -0.392
H -5.979 -1.536 -0.197
H -4.925 -1.690 1.202
H 0.892 -3.399 -1.432
H -0.175 -5.309 -2.184
H -1.430 -5.280 -0.950
H 0.421 -7.119 -0.815
H -0.038 -6.311 0.676
H 2.289 -5.406 -1.064
H 2.484 -6.458 0.330
H 2.755 -3.845 0.652
H 1.917 -4.781 1.878
H 0.780 -2.561 0.940
H -0.172 -3.967 1.358
H -0.151 -2.241 -3.239
H -1.156 -0.086 -3.145
H -2.775 -0.728 -2.934
H -1.081 -1.119 -5.432
H -2.350 0.083 -5.263
H -2.815 -2.390 -6.314
H -4.061 -1.463 -5.498
H -3.720 -3.932 -4.739
H -3.892 -2.708 -3.497
H -1.228 -3.734 -4.558
H -1.977 -4.312 -3.086
Br 6.903 -0.672 -2.006
C 5.189 -0.255 -1.306
C 4.719 1.044 -1.342
C 3.443 1.282 -0.851
N 2.660 0.329 -0.352
C 3.149 -0.908 -0.300
C 4.407 -1.260 -0.765
H 5.317 1.851 -1.742
H 3.029 2.280 -0.871
H 2.499 -1.653 0.146
H 4.762 -2.279 -0.711
F -0.664 -4.824 4.125
C -0.237 -3.630 4.559
C -0.825 -2.510 4.126
N -0.416 -1.263 4.527
C -1.047 -0.096 3.928
C -0.887 -0.185 2.402
O -1.929 -0.244 1.703
O 0.278 -0.235 1.940
C 0.655 -1.095 5.392
O 1.065 -0.013 5.747
N 1.212 -2.282 5.830
C 0.866 -3.596 5.507
O 1.443 -4.541 5.988
H -1.655 -2.546 3.433
H -0.535 0.786 4.303
H -2.106 -0.058 4.179
H 1.981 -2.177 6.476
C -7.587 1.851 -4.621
C -6.460 2.022 -3.640
C -6.662 1.984 -2.269
C -5.610 2.128 -1.374
C -5.929 2.087 0.103
C -4.291 2.326 -1.832
As -2.985 2.311 -0.302
N -1.291 2.012 -0.923
C -0.409 2.858 -1.559
C -0.497 4.265 -1.605
C 0.437 5.025 -2.285
C 1.482 4.435 -2.985
C 1.575 3.051 -2.979
C 0.665 2.285 -2.273
C -3.031 4.178 0.451
C -2.397 4.271 1.704
C -1.777 3.064 2.367
C -2.311 5.489 2.368
C -2.848 6.646 1.831
C -2.722 7.974 2.527
C -3.501 6.546 0.611
C -3.605 5.347 -0.087
C -4.312 5.393 -1.416
C -4.081 2.352 -3.219
C -2.749 2.592 -3.875
C -5.162 2.209 -4.087
H -8.557 1.928 -4.132
H -7.526 0.872 -5.102
H -7.532 2.604 -5.408
H -7.667 1.839 -1.883
H -7.005 2.044 0.265
H -5.542 2.970 0.619
H -5.468 1.212 0.568
H -1.310 4.761 -1.097
H 0.342 6.104 -2.277
H 2.196 5.041 -3.527
H 2.364 2.558 -3.538
H 0.754 1.201 -2.287
H -2.506 2.255 2.446
H -1.416 3.317 3.364
H -0.929 2.698 1.779
H -1.808 5.532 3.328
H -2.176 7.875 3.465
H -3.705 8.396 2.744
H -2.190 8.684 1.892
H -3.941 7.438 0.177
H -4.575 6.420 -1.668
H -5.228 4.805 -1.398
H -3.676 4.997 -2.206
H -1.924 2.355 -3.225
H -2.657 3.642 -4.166
H -2.658 1.995 -4.783
H -4.974 2.253 -5.156
*
```

Results
Orbital gap = 7.41 eV
LUMO energy = 0.27 eV
HOMO energy = -7.14 eV

***

(4)
DFT (the ωB97M-V functional and the def2-TZVPD basis) results for a structure of composition C21H39NP2Zn in a non-equilibrium geometry.

```
! RIJCOSX wB97M-V def2-TZVPD def2/J DEFGRID3
* xyz 0 1
P -0.429 -1.291 -5.370
P 0.462 1.438 -3.079
C 0.189 0.362 -5.901
C 1.135 0.985 -4.877
H -0.693 1.000 -6.125
H 0.734 0.182 -6.852
H 2.043 0.365 -4.783
H 1.444 1.959 -5.290
C -0.644 2.755 -3.824
H -0.777 3.538 -3.071
H -1.642 2.404 -4.127
H -0.181 3.208 -4.712
C 2.020 2.611 -2.834
H 2.529 2.693 -3.837
H 2.800 2.024 -2.254
H 1.785 3.614 -2.373
C -1.780 -1.702 -6.696
H -1.906 -2.780 -6.858
H -1.449 -1.231 -7.626
H -2.778 -1.308 -6.478
C 0.735 -2.279 -6.591
H 1.781 -2.120 -6.292
H 0.599 -1.913 -7.620
H 0.535 -3.361 -6.580
Zn 1.617 1.418 -1.074
C -1.390 -0.033 -3.115
C -1.935 -0.595 -4.341
C -2.962 -1.718 -4.053
C -2.288 -3.094 -3.865
C -0.957 -3.110 -4.549
C 0.256 -2.528 -4.066
C 0.425 -1.768 -2.758
C -0.824 -1.073 -2.153
C 1.810 -0.033 0.182
H -2.113 0.641 -2.627
H -2.265 0.213 -5.009
H -3.670 -1.822 -4.896
H -3.474 -1.399 -3.135
H -2.142 -3.261 -2.781
H -2.928 -3.894 -4.343
H -0.949 -3.797 -5.373
H 1.197 -3.012 -4.329
H 1.136 -0.957 -2.999
H 0.974 -2.370 -2.009
H -1.540 -1.880 -1.953
H -0.542 -0.690 -1.141
H 2.798 0.172 0.623
H 1.754 -1.008 -0.303
H 1.058 0.040 0.976
C -1.401 2.308 0.388
C -0.240 3.204 0.561
C -0.212 4.483 1.210
C 1.145 4.833 1.331
C 1.899 3.744 0.787
C 3.337 3.477 0.969
N 1.039 2.827 0.222
H -2.347 2.826 0.607
H -1.283 1.449 1.070
H -1.425 1.937 -0.646
H -1.086 5.062 1.555
H 1.573 5.753 1.751
H 3.896 4.409 1.134
H 3.461 2.809 1.843
H 3.740 2.959 0.089
*
```

Results
Relative energy (zero: lowest compared OMol25 entry of this formula, charge and spin) = 303.7 kJ/mol
Orbital gap (alpha / beta) = 3.66 / 3.67 eV
LUMO energy (alpha / beta) = -2.03 / -2.03 eV
HOMO energy (alpha / beta) = -5.70 / -5.70 eV